This record from the Open Molecules 2025 dataset describes a cluster of 9 separate species, C42H77B2F8N14 in total in a non-equilibrium geometry. The level of theory is wB97M-V/def2-TZVPD.

CARTESIAN COORDINATES (ANGSTROEM)
C1 -11.395 -16.863 6.033
C2 -10.079 -17.629 6.014
N1 -9.575 -18.013 4.703
C3 -9.693 -19.250 4.117
C4 -8.999 -19.196 2.960
N2 -8.455 -17.938 2.871
C5 -8.862 -17.220 3.903
C6 -7.599 -17.484 1.786
H1 -12.225 -17.502 6.321
H2 -11.583 -16.346 5.098
H3 -11.274 -16.106 6.815
H4 -10.155 -18.511 6.653
H5 -9.251 -17.114 6.506
H6 -10.297 -20.056 4.496
H7 -8.788 -19.947 2.219
H8 -8.744 -16.151 4.025
H9 -6.635 -17.984 1.813
H10 -7.454 -16.409 1.854
H11 -8.126 -17.628 0.846
C7 -6.601 -9.495 3.693
C8 -7.991 -9.199 4.245
N3 -9.045 -9.547 3.311
C9 -9.616 -10.806 3.154
C10 -10.551 -10.651 2.194
N4 -10.534 -9.343 1.755
C11 -9.675 -8.690 2.520
C12 -11.474 -8.781 0.775
H12 -6.451 -10.579 3.675
H13 -5.844 -9.126 4.386
H14 -6.428 -9.142 2.680
H15 -8.006 -8.154 4.564
H16 -8.073 -9.716 5.204
H17 -9.265 -11.640 3.737
H18 -11.201 -11.339 1.676
H19 -9.463 -7.632 2.515
H20 -11.439 -7.702 0.896
H21 -12.458 -9.208 0.941
H22 -11.175 -9.045 -0.237
C13 -6.577 -9.353 8.480
C14 -6.473 -10.809 8.908
N5 -5.218 -11.383 8.351
C15 -5.029 -12.337 7.383
C16 -3.736 -12.323 7.002
N6 -3.101 -11.429 7.844
C17 -4.009 -10.894 8.646
C18 -1.686 -11.029 7.789
H23 -5.691 -8.777 8.747
H24 -7.356 -8.954 9.134
H25 -6.770 -9.224 7.420
H26 -7.356 -11.357 8.577
H27 -6.428 -10.963 9.987
H28 -5.900 -12.807 6.952
H29 -3.199 -12.788 6.194
H30 -3.792 -10.178 9.423
H31 -1.194 -11.681 7.071
H32 -1.210 -11.152 8.756
H33 -1.608 -10.017 7.398
C19 -9.998 -8.144 7.410
C20 -11.084 -8.819 6.602
N7 -12.320 -8.946 7.388
C21 -13.564 -8.484 6.988
C22 -14.482 -8.781 7.921
N8 -13.803 -9.451 8.916
C23 -12.537 -9.566 8.566
C24 -14.380 -10.031 10.134
H34 -9.726 -8.810 8.238
H35 -10.309 -7.191 7.828
H36 -9.050 -8.065 6.882
H37 -10.852 -9.787 6.156
H38 -11.286 -8.219 5.711
H39 -13.632 -7.884 6.096
H40 -15.525 -8.564 8.079
H41 -11.777 -10.111 9.100
H42 -13.713 -9.813 10.966
H43 -14.426 -11.109 9.991
H44 -15.351 -9.626 10.398
C25 -15.562 -17.148 4.982
C26 -15.909 -15.819 4.371
N9 -14.775 -14.872 4.381
C27 -13.779 -14.735 3.437
C28 -12.936 -13.780 3.883
N10 -13.404 -13.375 5.121
C29 -14.554 -14.002 5.359
C30 -12.691 -12.514 6.064
H45 -14.648 -17.591 4.578
H46 -16.326 -17.917 4.903
H47 -15.326 -17.015 6.044
H48 -16.780 -15.329 4.802
H49 -16.157 -15.916 3.311
H50 -13.814 -15.443 2.626
H51 -12.040 -13.337 3.486
H52 -15.250 -13.852 6.168
H53 -13.460 -12.183 6.764
H54 -12.137 -11.772 5.499
H55 -11.993 -13.067 6.693
C31 -2.543 -17.914 5.716
C32 -2.627 -16.544 6.369
N11 -3.832 -16.377 7.189
C33 -5.089 -15.951 6.812
C34 -5.866 -15.944 7.902
N12 -5.081 -16.329 8.972
C35 -3.892 -16.684 8.485
C36 -5.520 -16.548 10.348
H56 -3.053 -18.687 6.296
H57 -1.506 -18.235 5.620
H58 -2.974 -18.008 4.719
H59 -2.553 -15.770 5.603
H60 -1.785 -16.316 7.022
H61 -5.303 -15.858 5.760
H62 -6.885 -15.653 8.092
H63 -3.042 -17.048 9.041
H64 -4.669 -16.385 11.006
H65 -5.886 -17.568 10.447
H66 -6.277 -15.823 10.632
C37 -9.523 -15.089 15.167
C38 -8.684 -15.800 14.112
N13 -8.890 -15.169 12.785
C39 -8.155 -14.126 12.290
C40 -8.608 -13.864 11.035
N14 -9.636 -14.749 10.805
C41 -9.793 -15.523 11.881
C42 -10.537 -14.758 9.662
H67 -10.553 -14.900 14.859
H68 -9.101 -14.131 15.475
H69 -9.615 -15.669 16.085
H70 -9.092 -16.807 14.047
H71 -7.628 -15.767 14.352
H72 -7.383 -13.614 12.839
H73 -8.344 -13.190 10.238
H74 -10.545 -16.289 11.973
H75 -10.018 -14.675 8.708
H76 -11.131 -13.837 9.691
H77 -11.309 -15.517 9.740
B1 -8.842 -12.777 6.269
F1 -7.770 -12.300 5.520
F2 -8.258 -13.606 7.304
F3 -9.615 -11.783 6.890
F4 -9.706 -13.533 5.466
B2 -10.314 -14.509 1.518
F5 -9.787 -14.194 2.781
F6 -11.712 -14.809 1.514
F7 -10.173 -13.375 0.690
F8 -9.688 -15.611 0.919

Calculated values
Energy relative to the best compared isomer or geometry (same formula, charge and spin), kcal per mole: 0.00
Charge: +5
E, hartree: -3260.60183
E_LUMO, eV: -9.850
E_HOMO, eV: -19.16

***

This record from the Open Molecules 2025 dataset describes a cluster of 3 separate species, C42H79N5O4S in total. The level of theory is wB97M-V/def2-TZVPD.

CARTESIAN COORDINATES (ANGSTROEM)
C1 2.900 3.219 3.121
C2 4.091 2.604 2.397
C3 4.718 3.506 1.315
N1 3.878 4.579 0.793
C4 2.897 4.356 -0.171
C5 2.344 5.423 -0.790
N2 2.697 6.729 -0.485
C6 1.373 5.236 -1.881
O1 1.263 6.093 -2.739
C7 0.568 3.994 -1.856
C8 -0.694 3.937 -2.433
C9 -1.387 5.078 -3.112
S1 -1.423 4.925 -4.934
C10 0.179 4.192 -5.327
C11 0.178 2.674 -5.485
C12 -1.356 2.719 -2.372
C13 -0.819 1.590 -1.788
C14 -1.693 0.364 -1.808
C15 -2.698 0.337 -0.626
O2 -2.270 1.131 0.474
C16 -2.990 -1.079 -0.176
N3 -3.903 -1.781 -1.077
C17 0.446 1.644 -1.185
C18 0.996 0.420 -0.495
C19 1.168 0.518 1.023
C20 2.007 -0.613 1.642
C21 3.406 -0.847 1.040
C22 3.705 -2.277 0.562
C23 4.693 -2.276 -0.610
C24 4.083 -1.777 -1.935
C25 4.625 -0.431 -2.451
C26 5.010 -0.401 -3.940
C27 4.619 0.878 -4.657
O3 5.705 1.782 -4.615
C28 5.464 2.982 -5.306
C29 1.124 2.869 -1.233
C30 2.510 3.021 -0.674
O4 3.287 2.089 -0.670
H1 3.186 4.129 3.651
H2 2.076 3.447 2.446
H3 2.526 2.525 3.871
H4 4.857 2.392 3.144
H5 3.816 1.638 1.977
H6 5.616 3.972 1.719
H7 5.039 2.906 0.473
H8 3.538 5.200 1.513
H9 2.472 7.343 -1.259
H10 3.684 6.809 -0.260
H11 -2.434 5.069 -2.818
H12 -0.960 6.041 -2.865
H13 0.457 4.665 -6.267
H14 0.913 4.514 -4.593
H15 0.915 2.377 -6.230
H16 0.446 2.172 -4.556
H17 -0.795 2.313 -5.807
H18 -2.337 2.657 -2.829
H19 -1.129 -0.564 -1.841
H20 -2.256 0.404 -2.739
H21 -3.651 0.736 -0.991
H22 -2.591 2.021 0.317
H23 -2.064 -1.648 -0.118
H24 -3.430 -1.070 0.822
H25 -3.417 -2.225 -1.843
H26 -4.591 -1.152 -1.468
H27 1.925 0.140 -0.977
H28 0.311 -0.410 -0.660
H29 1.569 1.483 1.332
H30 0.166 0.464 1.451
H31 2.141 -0.375 2.699
H32 1.437 -1.545 1.630
H33 4.154 -0.610 1.798
H34 3.593 -0.159 0.223
H35 2.784 -2.786 0.268
H36 4.142 -2.859 1.375
H37 5.521 -1.620 -0.333
H38 5.122 -3.269 -0.738
H39 3.010 -1.671 -1.770
H40 4.216 -2.533 -2.708
H41 5.488 -0.143 -1.851
H42 3.886 0.349 -2.284
H43 4.534 -1.236 -4.455
H44 6.086 -0.524 -4.048
H45 3.745 1.330 -4.172
H46 4.344 0.677 -5.699
H47 4.838 2.817 -6.189
H48 6.419 3.382 -5.638
H49 4.973 3.721 -4.667
C31 -0.460 -3.764 0.045
C32 -1.186 -4.779 0.912
N4 -0.855 -6.149 0.569
C33 -1.731 -7.127 1.189
C34 -1.713 -7.252 2.718
C35 0.564 -6.466 0.569
C36 1.357 -6.226 1.862
H50 -0.649 -3.953 -1.014
H51 -0.811 -2.759 0.281
H52 0.617 -3.773 0.213
H53 -2.264 -4.659 0.767
H54 -0.990 -4.540 1.970
H55 -1.506 -8.102 0.749
H56 -2.751 -6.885 0.876
H57 -0.815 -7.753 3.079
H58 -2.569 -7.844 3.046
H59 -1.782 -6.279 3.207
H60 1.036 -5.891 -0.231
H61 0.664 -7.512 0.268
H62 1.118 -5.261 2.310
H63 2.426 -6.227 1.642
H64 1.177 -6.998 2.608
C37 -6.422 -2.470 5.292
C38 -5.929 -1.598 4.148
N5 -6.994 -0.863 3.491
C39 -6.587 -0.262 2.235
C40 -5.524 0.844 2.270
C41 -7.818 -0.039 4.359
C42 -7.124 1.047 5.193
H65 -7.209 -3.143 4.952
H66 -5.597 -3.072 5.676
H67 -6.808 -1.880 6.124
H68 -5.472 -2.240 3.390
H69 -5.123 -0.946 4.523
H70 -7.483 0.120 1.737
H71 -6.218 -1.072 1.598
H72 -5.928 1.788 2.633
H73 -5.156 1.022 1.257
H74 -4.662 0.572 2.880
H75 -8.355 -0.703 5.040
H76 -8.590 0.419 3.736
H77 -6.215 0.674 5.667
H78 -7.792 1.382 5.988
H79 -6.861 1.922 4.600

Calculated values
E, hartree: -2620.61020
E_LUMO, eV: -0.730
E_HOMO, eV: -8.01

***

This record from the Open Molecules 2025 dataset describes a cluster of 12 separate species, C42H80B5F20N9O5 in total in a non-equilibrium geometry. The level of theory is wB97M-V/def2-TZVPD.

CARTESIAN COORDINATES (ANGSTROEM)
C1 -2.711 -7.137 -3.333
C2 -2.790 -7.418 -1.813
O1 -2.925 -8.521 -1.334
N1 -2.958 -6.190 -0.916
H1 -2.068 -5.718 -0.994
H2 -3.771 -5.686 -1.240
C3 -3.235 -6.582 0.570
H3 -2.396 -6.105 -3.483
H4 -3.693 -7.176 -3.804
H5 -2.120 -7.852 -3.905
H6 -2.508 -7.197 1.101
H7 -4.190 -7.105 0.523
H8 -3.483 -5.692 1.149
C4 8.581 4.085 7.796
C5 9.721 3.556 8.665
O2 10.139 2.395 8.522
N2 10.168 4.388 9.874
H9 9.479 4.451 10.610
H10 10.843 3.866 10.413
C6 10.753 5.823 9.704
H11 7.646 3.708 8.212
H12 8.758 3.769 6.768
H13 8.527 5.174 7.783
H14 11.595 5.904 10.392
H15 9.894 6.459 9.919
H16 11.200 5.923 8.716
C7 -0.171 -7.272 7.347
N3 0.605 -7.688 6.151
C8 1.299 -6.808 5.416
C9 1.979 -7.191 4.243
C10 1.941 -8.507 3.824
C11 1.214 -9.415 4.613
C12 0.482 -8.932 5.722
C13 2.716 -8.940 2.661
C14 2.126 -9.808 1.748
C15 2.725 -10.195 0.515
N4 4.015 -9.799 0.289
C16 4.683 -8.978 1.184
C17 4.035 -8.532 2.373
C18 4.758 -10.384 -0.903
H17 -1.210 -7.464 7.079
H18 -0.107 -6.197 7.518
H19 0.123 -7.884 8.200
H20 1.343 -5.799 5.797
H21 2.586 -6.484 3.697
H22 1.191 -10.452 4.310
H23 0.010 -9.628 6.399
H24 1.125 -10.186 1.889
H25 2.165 -10.841 -0.144
H26 5.757 -8.911 1.090
H27 4.472 -7.870 3.106
H28 4.699 -9.684 -1.737
H29 4.400 -11.388 -1.130
H30 5.809 -10.446 -0.623
C19 -2.493 2.508 -7.722
N5 -1.117 2.922 -7.633
C20 -0.547 2.932 -6.422
C21 0.799 3.255 -6.246
C22 1.554 3.783 -7.287
C23 0.880 3.966 -8.502
C24 -0.461 3.523 -8.673
C25 3.047 4.083 -7.034
C26 3.494 4.758 -5.864
C27 4.867 5.059 -5.590
N6 5.719 4.878 -6.650
C28 5.325 4.301 -7.844
C29 4.028 3.827 -8.015
C30 7.152 5.326 -6.494
H31 -2.725 2.396 -8.781
H32 -3.125 3.227 -7.201
H33 -2.705 1.539 -7.269
H34 -1.161 2.590 -5.602
H35 1.265 2.990 -5.308
H36 1.505 4.451 -9.237
H37 -1.017 3.671 -9.586
H38 2.816 5.160 -5.125
H39 5.177 5.583 -4.698
H40 6.146 4.409 -8.538
H41 3.696 3.381 -8.941
H42 7.807 4.644 -7.036
H43 7.405 5.440 -5.440
H44 7.169 6.281 -7.020
C31 -0.667 10.093 -6.152
C32 -1.815 9.128 -5.995
C33 -2.020 8.605 -4.622
O3 -0.876 7.933 -4.130
C34 -1.104 7.181 -3.007
N7 -3.057 9.887 -6.449
H45 -3.253 10.686 -5.862
H46 -2.777 10.372 -7.289
H47 -3.899 9.370 -6.657
H48 0.065 9.617 -5.500
H49 -0.937 11.061 -5.728
H50 -0.274 10.225 -7.160
H51 -1.687 8.319 -6.715
H52 -2.772 7.816 -4.659
H53 -2.303 9.466 -4.017
H54 -1.669 7.744 -2.264
H55 -0.221 7.015 -2.390
H56 -1.711 6.299 -3.215
C35 0.601 1.994 4.985
C36 0.148 1.382 3.688
C37 -0.792 2.341 2.849
O4 -1.252 1.958 1.504
C38 -2.407 1.168 1.564
N8 1.325 0.919 2.755
H57 1.721 0.033 3.035
H58 1.215 0.863 1.753
H59 2.117 1.542 2.835
H60 1.123 2.950 4.950
H61 1.407 1.487 5.514
H62 -0.273 2.183 5.609
H63 -0.370 0.446 3.897
H64 -0.389 3.347 2.732
H65 -1.589 2.490 3.577
H66 -2.725 1.003 0.534
H67 -3.234 1.653 2.082
H68 -2.100 0.238 2.043
C39 -10.580 -1.556 1.092
C40 -9.918 -0.181 1.126
C41 -10.769 0.697 0.183
O5 -10.220 1.992 -0.018
C42 -10.788 2.577 -1.220
N9 -9.962 0.434 2.564
H69 -10.448 1.317 2.491
H70 -10.576 -0.133 3.132
H71 -9.093 0.556 3.064
H72 -10.122 -2.289 1.757
H73 -10.473 -2.044 0.123
H74 -11.664 -1.576 1.203
H75 -8.905 -0.146 0.725
H76 -11.754 0.969 0.562
H77 -10.815 0.131 -0.748
H78 -10.451 3.613 -1.251
H79 -11.878 2.581 -1.231
H80 -10.477 2.187 -2.189
B1 5.623 -2.531 5.356
F1 4.373 -2.307 5.851
F2 6.447 -1.549 5.798
F3 6.071 -3.816 5.570
F4 5.517 -2.417 4.018
B2 5.259 4.307 0.970
F5 4.288 3.847 0.199
F6 5.528 5.630 0.674
F7 4.801 4.428 2.237
F8 6.343 3.487 1.081
B3 -6.064 -2.808 -4.117
F9 -7.087 -1.925 -4.533
F10 -6.343 -4.029 -4.528
F11 -4.788 -2.529 -4.413
F12 -6.059 -2.901 -2.748
B4 1.663 -3.756 -1.514
F13 1.942 -4.966 -2.179
F14 1.228 -4.022 -0.246
F15 2.798 -3.044 -1.471
F16 0.641 -3.085 -2.105
B5 -4.924 -2.076 5.962
F17 -5.715 -2.914 5.234
F18 -3.673 -2.475 5.673
F19 -5.100 -0.779 5.661
F20 -5.149 -2.035 7.343

Calculated values
Charge: +4
E, hartree: -4638.33394
E_LUMO, eV: -9.391
E_HOMO, eV: -13.56